{
  "formula": "C39H38FeN11O7SSe2",
  "method": "wB97M-V/def2-TZVPD",
  "elements": ["N", "H", "H", "H", "C", "C", "H", "N", "H", "O", "C", "C", "C", "C", "C", "H", "N", "C", "H", "Se", "H", "N", "S", "N", "Se", "C", "H", "H", "H", "C", "C", "O", "N", "C", "H", "H", "C", "C", "C", "H", "N", "H", "H", "C", "H", "C", "C", "H", "H", "C", "H", "H", "H", "C", "H", "C", "H", "N", "H", "C", "C", "Fe", "C", "O", "C", "H", "H", "H", "C", "H", "N", "H", "H", "C", "H", "C", "H", "O", "O", "C", "O", "C", "O", "N", "C", "C", "C", "H", "H", "H", "N", "C", "H", "C", "C", "C", "C", "C", "H"],
  "coordinates": [[1.1613, -0.6755, -1.0668], [0.7666, 4.3343, -4.1052], [2.8796, -6.1005, 0.3540], [-3.0352, -1.6639, 6.1707], [-0.9051, 0.2337, -2.1572], [-3.7936, -2.0416, -0.5311], [-3.3813, -5.4885, 2.4560], [1.1947, -0.5285, -3.2728], [0.7767, 5.6469, -5.2931], [-5.5070, 0.6835, -0.2969], [-2.9754, -4.5809, 2.0373], [-2.1631, 0.9906, 2.4332], [2.4003, -1.0498, -2.8623], [-1.2683, 2.2878, 0.7408], [-2.3416, -1.3283, 5.4114], [-4.2149, -1.1130, -0.1522], [-3.1006, -2.7643, 0.5378], [-1.7250, -4.0492, 2.4625], [1.3865, 3.7073, 4.6611], [3.5770, -1.9602, 3.0780], [0.1271, -2.8769, -0.2264], [-0.9997, -4.6852, 3.3936], [-0.0461, 2.0685, -5.8561], [-0.5788, -0.4569, 3.4679], [4.1561, -0.2424, 1.6235], [1.9474, 2.9904, 4.0785], [0.8713, -1.5535, 4.4085], [-1.2254, 0.3798, -1.1323], [-4.5679, -4.2249, 0.6675], [0.7523, -0.1972, -4.6285], [3.9885, 2.1467, 3.1846], [4.3351, -2.1281, -3.2375], [1.6238, -2.5250, 1.1377], [1.3083, 1.1495, -5.1149], [-3.7861, -0.1155, 4.4083], [1.7114, 3.5357, -6.3288], [2.6865, -3.0429, 1.7609], [-3.4968, 2.5627, 1.3446], [-2.4909, 2.9214, 0.4962], [-0.7262, 4.7911, -4.9210], [3.4763, -1.4306, -3.7275], [1.0547, -0.9913, -5.3031], [-1.5967, -0.4647, -2.6337], [3.2478, 1.1254, 2.6161], [4.0451, -4.6752, 2.0441], [3.3172, 3.1050, 3.9297], [0.9918, -3.3114, 0.2551], [2.0948, 1.0134, -5.8530], [-0.6426, -2.3866, 6.2111], [2.3579, 3.2775, -1.1408], [-1.2836, -5.5807, 3.7490], [-0.0980, -4.3208, 3.6456], [3.8602, 3.9167, 4.3950], [-0.0135, 2.6777, 0.0520], [3.3165, 3.4679, -1.6034], [-3.3996, 1.6332, 2.3411], [3.1456, -1.4931, -0.8597], [-1.1411, 1.3286, 1.6501], [5.0608, 2.1793, 3.0555], [-1.0170, -1.7310, 5.4376], [-2.7618, -0.4586, 4.4173], [0.5846, -0.4553, 1.2790], [3.1721, -4.3186, 1.5170], [-0.3834, 1.4358, -7.0991], [0.1331, 3.9136, -0.5671], [-2.6128, 3.6458, -0.2973], [2.9126, 1.3407, -0.3983], [-4.5855, -2.6713, -0.9263], [-1.8951, -2.2656, 0.9977], [-0.6653, 4.6411, -0.5440], [0.9740, 1.7842, 0.1145], [1.4810, 5.1746, -1.6564], [-0.3346, -0.1649, -4.5967], [0.3469, 4.6753, -5.0527], [0.2275, 1.8166, 3.5489], [-1.8451, -0.0292, 3.4682], [0.8585, -5.1745, -0.7850], [-5.7050, 2.8184, -1.1576], [-1.0516, 2.1752, -4.8182], [0.6429, 3.6914, -6.1724], [3.4602, -1.0142, -4.8692], [1.3380, 4.2153, -1.1770], [-1.4679, -1.2142, 0.4635], [1.9245, 1.0114, 2.7338], [2.1315, 2.0869, -0.4706], [-5.6052, 1.7511, -0.7363], [-0.1762, -1.2717, 4.4375], [-4.2074, 1.4293, 3.0290], [-0.9586, 1.1670, -2.7206], [1.6652, 1.7603, -4.2832], [-1.2337, -2.9244, 1.9610], [0.4749, -0.3191, -2.1498], [0.1946, 3.9835, -7.1219], [-3.6189, -3.8986, 1.0698], [1.2943, 1.9337, 3.4645], [2.5165, -5.1083, 0.5864], [1.4000, -4.5955, -0.0504], [2.3646, -1.1432, -1.5089], [-3.0875, -1.8003, -1.3211]],
  "forces_ev_per_angstrom": [[-0.03, -0.31, 0.19], [0.03, 0.01, 0.00], [0.00, -0.01, 0.02], [-0.01, -0.01, -0.01], [0.07, 0.05, -0.06], [-0.01, 0.09, 0.03], [-0.04, 0.00, -0.02], [0.08, 0.11, -0.15], [0.02, -0.01, -0.01], [0.01, -0.31, 0.08], [0.08, -0.07, 0.11], [-0.04, 0.14, -0.04], [-0.06, -0.07, 0.14], [-0.08, 0.08, 0.10], [0.03, -0.01, 0.02], [0.05, -0.10, 0.00], [-0.06, 0.03, -0.12], [-0.10, 0.02, -0.05], [-0.02, -0.01, 0.00], [0.20, -0.21, -0.12], [0.16, -0.01, -0.11], [-0.02, -0.01, -0.05], [0.04, 0.00, 0.09], [0.13, -0.32, -0.31], [0.15, 0.05, 0.18], [-0.01, 0.01, -0.01], [-0.02, -0.04, -0.02], [-0.04, -0.01, -0.02], [0.00, 0.03, -0.02], [0.05, 0.04, -0.08], [0.00, 0.02, -0.04], [0.11, -0.04, 0.07], [-0.29, -0.09, -0.02], [-0.21, -0.01, 0.00], [0.01, 0.02, -0.04], [0.00, 0.04, -0.10], [-0.12, 0.29, 0.15], [0.09, -0.12, -0.02], [0.00, 0.10, 0.02], [0.00, 0.01, 0.00], [0.03, 0.05, 0.04], [-0.03, -0.01, 0.03], [0.01, 0.00, -0.01], [-0.15, -0.02, -0.06], [0.04, 0.04, -0.03], [0.02, 0.05, -0.01], [0.10, -0.02, -0.07], [0.03, 0.08, 0.02], [0.01, 0.02, 0.02], [0.01, -0.01, 0.02], [0.01, 0.01, 0.03], [0.03, 0.01, 0.00], [0.01, 0.00, 0.00], [0.06, -0.02, -0.06], [0.01, 0.01, 0.03], [-0.01, -0.02, 0.09], [-0.01, -0.07, 0.03], [0.11, -0.24, -0.21], [0.01, -0.02, 0.02], [-0.01, 0.02, -0.02], [-0.05, 0.00, 0.04], [-0.37, 0.93, -0.06], [-0.06, -0.01, 0.07], [0.05, -0.02, 0.01], [-0.02, -0.01, 0.01], [-0.01, 0.03, 0.03], [0.00, -0.04, -0.06], [-0.01, -0.01, 0.02], [-0.42, -0.10, 0.02], [-0.02, -0.02, -0.04], [0.09, 0.01, 0.02], [0.01, -0.01, -0.01], [0.00, -0.04, 0.00], [0.02, -0.01, -0.01], [-0.05, 0.02, 0.04], [0.03, -0.05, 0.07], [-0.02, 0.01, 0.00], [0.05, 0.30, -0.17], [0.00, 0.05, -0.03], [-0.09, -0.13, 0.07], [-0.06, 0.04, -0.17], [-0.01, 0.02, 0.01], [0.76, -0.22, 0.58], [-0.06, -0.08, -0.18], [-0.05, 0.09, 0.00], [-0.17, 0.10, 0.03], [0.06, -0.02, 0.01], [-0.04, -0.04, -0.05], [0.01, 0.01, 0.01], [0.06, -0.05, 0.02], [0.00, 0.08, 0.03], [-0.10, 0.02, 0.17], [0.02, 0.03, -0.01], [-0.04, -0.02, -0.04], [0.15, -0.01, 0.02], [0.00, -0.03, 0.00], [-0.02, -0.01, -0.03], [-0.03, 0.03, -0.08], [0.00, -0.06, -0.01]],
  "gap_ev": [8.07, 7.66],
  "lumo_ev": [-5.22, -5.61],
  "e_above_lowest_kcal_mol": 0.0,
  "energy_ev": -247685.4889,
  "charge": 2,
  "spin_multiplicity": 6,
  "homo_energy_ha": [-0.4883, -0.4878]
}

{
  "formula": "C40H63BN7O2S",
  "method": "wB97M-V/def2-TZVPD",
  "elements": ["H", "C", "H", "C", "C", "H", "H", "H", "H", "H", "H", "H", "H", "C", "C", "H", "O", "C", "H", "O", "H", "H", "H", "H", "H", "H", "H", "H", "H", "H", "H", "S", "C", "H", "H", "H", "H", "H", "C", "H", "C", "C", "N", "C", "C", "C", "C", "C", "C", "H", "C", "C", "C", "H", "H", "C", "H", "C", "N", "C", "N", "H", "H", "C", "C", "H", "H", "H", "H", "N", "B", "H", "H", "C", "H", "H", "N", "C", "C", "H", "C", "C", "C", "C", "H", "H", "C", "C", "H", "C", "H", "H", "H", "H", "C", "H", "H", "C", "C", "H", "N", "H", "C", "N", "C", "H", "H", "H", "H", "C", "H", "H", "H", "H"],
  "coordinates": [[-3.1522, 1.7109, 0.2479], [-1.1118, -3.1726, 1.9123], [5.1252, -0.7874, -0.4097], [1.6318, -7.0935, -6.3703], [-2.5866, -3.4085, 2.2323], [6.2607, 4.3412, -1.3038], [-1.6307, -6.6183, -6.6609], [1.8511, -6.1844, -4.3453], [-3.6133, -1.7658, 4.5920], [5.7567, 4.2634, 1.3632], [-0.8531, -3.5212, 0.9120], [9.0040, 4.5975, -3.4682], [-2.2559, -0.3044, 1.8067], [-1.0834, 2.4034, 0.3232], [-4.6944, -1.6156, 4.7088], [-4.4603, -4.1390, 6.9629], [-4.9150, -0.0160, 2.6478], [8.2878, 11.1176, -3.6433], [-0.4785, -3.7163, 2.6142], [-3.3271, -2.2513, 1.9821], [-4.9310, -3.4738, 2.4949], [-4.5625, -5.6606, -0.0387], [-3.2725, -3.5370, 5.8104], [0.9349, 2.2882, 0.9382], [-2.3790, -6.6658, -3.6372], [9.5543, 11.2990, -0.6552], [-10.6031, -4.5658, 3.8333], [-4.2559, 1.3517, 4.0337], [5.8565, -2.8481, -2.0058], [-4.1667, -5.1198, 4.0948], [-0.8690, -2.1151, 1.9766], [-7.7923, -2.8881, 2.6654], [-2.7937, -6.1427, -2.7908], [-4.7914, -0.7578, 5.3834], [-5.4594, -5.5790, 5.1926], [-5.0997, 2.1313, 1.5365], [7.5300, -1.7922, -3.8681], [7.6069, 13.1491, -4.0516], [3.6608, 2.5285, -0.4184], [2.6287, -7.4047, -6.6338], [-9.4158, -2.7783, 3.4408], [-4.7601, -2.4438, 2.1692], [4.1368, 3.0112, 0.7707], [4.4658, 3.0068, -1.4172], [6.1707, -1.8212, -2.0869], [7.3081, 7.3654, -4.1136], [-1.6703, 0.5157, 1.4152], [-4.2907, -3.9186, 5.9051], [-7.0168, -1.3729, 3.2799], [-9.8124, -4.5648, 2.2559], [-4.4241, -5.2394, 5.1475], [8.5812, 12.7091, -2.0820], [-10.3142, -3.9385, 2.9907], [0.3946, 0.1769, 2.1819], [-4.9795, 3.2256, 2.9109], [5.4689, 3.8082, -0.8033], [-0.6144, -5.8103, -4.5239], [-2.5916, -4.8224, -2.4749], [-0.0765, -6.2472, -5.2510], [7.0457, -1.2688, -3.0609], [8.9016, 10.5717, -2.5513], [-11.2344, -3.5622, 2.5446], [-9.2929, -2.7749, 4.5246], [9.0852, 11.5323, -1.5954], [7.1592, 0.0703, -2.7916], [-1.0183, 3.3094, -0.2553], [-6.0369, -3.3359, 4.7958], [-9.8590, -1.8188, 3.1704], [-5.8435, -2.4975, 6.3103], [-3.2972, -4.5547, -1.3378], [-5.3373, -1.3324, 3.2266], [0.3772, -7.6863, -8.1311], [2.8010, 1.8804, -0.4549], [0.4542, -7.2408, -7.1534], [-2.9515, -4.2240, 1.5894], [-3.7819, -6.0172, 5.5642], [0.0186, 1.8857, 0.9531], [1.2692, -6.4770, -5.2020], [-3.6592, -6.6871, -1.8028], [7.7154, 0.8467, -3.2883], [-5.2946, -2.8469, 5.4314], [8.0749, 12.4454, -3.3840], [-3.9499, -5.6773, -0.9240], [7.4044, 7.3371, -2.7478], [8.0805, 5.9187, -5.6407], [6.8071, 8.1236, -4.6918], [-0.3352, 0.7354, 1.6191], [-5.1418, 1.1153, 3.4258], [-2.6761, -3.7374, 3.2747], [-5.4696, 2.3220, 2.5407], [-6.5397, 2.5250, 2.5003], [-2.0126, -4.0541, -2.9597], [-5.9653, 0.9582, 4.1356], [7.0306, 8.0136, -1.9978], [-0.5825, -6.7083, -6.4334], [9.1701, 9.6076, -2.4694], [-7.3973, -0.5433, 2.6776], [5.2365, 3.7909, 0.5479], [7.9726, 6.2105, -4.6099], [-3.3303, -3.6652, -0.8666], [8.1028, 6.2116, -2.4023], [-7.3719, -1.2315, 4.3059], [5.7835, -0.7982, -1.2613], [6.3901, 0.3452, -1.6963], [-2.1412, 1.5764, 0.5929], [-4.0215, -7.6994, -1.7428], [-5.2177, -2.2908, 1.1840], [3.7408, 2.8195, 1.6727], [6.2694, 1.2548, -1.2836], [8.4514, 5.5190, -3.5299], [8.3236, 5.9342, -1.4640], [4.3538, 2.8018, -2.4686], [8.5746, 13.6528, -1.5630], [8.0551, 10.5164, -4.5050]],
  "forces_ev_per_angstrom": [[-0.01, -0.02, 0.01], [0.03, -0.12, 0.01], [-0.01, -0.01, 0.00], [0.00, -0.01, -0.01], [0.32, -0.07, -0.29], [-0.03, 0.03, -0.03], [-0.01, 0.00, 0.00], [0.01, 0.00, 0.00], [0.06, 0.05, -0.04], [0.00, 0.01, 0.00], [-0.02, 0.10, -0.09], [0.01, 0.00, -0.01], [-0.10, 0.10, -0.03], [-0.02, -0.03, 0.01], [0.00, -0.23, 0.03], [0.12, 0.07, 0.08], [-0.14, -0.01, 0.04], [-0.01, -0.01, 0.01], [0.05, -0.02, 0.02], [0.04, -0.19, -0.02], [-0.13, -0.09, -0.05], [-0.01, 0.00, 0.00], [0.07, 0.01, 0.06], [-0.01, 0.07, -0.01], [-0.04, -0.05, 0.00], [0.00, 0.01, 0.01], [0.05, -0.09, 0.01], [0.07, -0.03, 0.04], [0.00, -0.01, 0.00], [-0.05, -0.01, -0.04], [-0.02, 0.06, 0.07], [0.17, -0.08, 0.04], [0.01, 0.00, -0.05], [0.00, 0.14, -0.08], [-0.03, -0.11, -0.01], [-0.02, -0.02, -0.08], [0.00, -0.01, 0.00], [0.00, 0.01, 0.00], [-0.02, -0.03, 0.05], [0.01, 0.00, 0.00], [-0.15, 0.06, -0.10], [0.16, 0.56, 0.09], [-0.01, -0.01, 0.00], [0.00, 0.05, 0.00], [0.00, -0.01, -0.01], [0.03, 0.01, -0.02], [0.05, 0.00, 0.05], [-0.21, -0.17, -0.03], [0.12, 0.07, 0.02], [0.01, -0.06, -0.05], [0.02, 0.15, -0.04], [0.00, 0.01, -0.01], [-0.11, 0.16, 0.16], [0.00, -0.01, 0.01], [-0.02, 0.06, 0.01], [0.04, -0.01, -0.02], [0.02, -0.02, 0.04], [0.02, -0.01, 0.00], [0.00, 0.04, 0.01], [0.00, -0.01, 0.00], [0.03, -0.02, 0.01], [-0.02, -0.04, -0.09], [0.05, -0.01, 0.04], [0.00, -0.03, -0.01], [0.00, 0.02, 0.03], [0.00, 0.00, 0.00], [-0.03, -0.02, -0.06], [-0.02, 0.03, -0.01], [-0.11, -0.02, -0.01], [0.02, 0.12, 0.02], [0.04, -0.18, -0.15], [0.00, 0.00, -0.01], [0.00, -0.01, -0.04], [0.01, -0.01, 0.00], [-0.09, -0.19, 0.19], [0.03, -0.05, 0.02], [0.04, -0.05, 0.02], [-0.02, 0.01, -0.01], [0.05, 0.03, -0.02], [0.00, 0.00, -0.01], [0.14, 0.12, 0.13], [0.00, 0.02, 0.01], [-0.05, -0.01, 0.11], [0.04, 0.03, 0.06], [0.00, 0.00, -0.01], [-0.02, -0.01, 0.00], [0.02, 0.04, -0.02], [0.05, 0.04, -0.08], [-0.19, 0.09, 0.05], [0.13, 0.12, 0.20], [-0.08, -0.09, -0.15], [-0.01, 0.01, 0.00], [-0.04, -0.01, 0.07], [-0.04, 0.00, -0.01], [0.00, 0.01, 0.02], [-0.04, -0.03, -0.04], [-0.06, 0.04, 0.00], [0.01, -0.04, 0.00], [-0.01, 0.01, -0.01], [-0.02, 0.00, 0.05], [0.03, -0.01, 0.01], [-0.03, -0.03, 0.05], [0.01, 0.02, -0.01], [0.08, -0.01, 0.04], [0.00, 0.04, -0.04], [-0.01, 0.00, -0.01], [-0.07, -0.19, -0.09], [0.01, -0.01, 0.02], [-0.09, 0.01, -0.03], [-0.01, 0.00, 0.03], [0.00, 0.00, 0.01], [-0.02, 0.01, -0.01], [0.00, 0.01, 0.00], [0.00, 0.00, 0.00]],
  "gap_ev": 5.99,
  "lumo_ev": 1.42,
  "energy_ev": -68539.2028,
  "charge": -1,
  "spin_multiplicity": 1,
  "homo_energy_ha": -0.1680
}